# 1
Formula: C6H6O2Se
Source: the OMol25 dataset
Level of theory: wB97M-V/def2-TZVPD

```
15
Properties=species:S:1:pos:R:3:forces:R:3
C 0.643 -1.522 -0.180 0.548 0.110 -0.045
C -0.756 -1.532 -0.096 -0.105 0.050 0.096
C 0.717 0.912 -0.237 0.293 0.382 -0.136
C 1.354 -0.348 -0.265 -0.514 -0.319 0.031
C -0.635 1.017 -0.170 -2.539 -4.759 0.415
C -1.486 -0.390 -0.075 2.157 4.598 -0.351
O 2.704 -0.430 -0.385 0.226 0.105 0.024
O -1.374 2.126 -0.146 0.053 0.395 -0.036
Se -3.377 -0.223 -0.091 -0.017 -0.324 -0.321
H 1.192 -2.450 -0.191 0.057 -0.111 -0.026
H -1.266 -2.487 -0.033 -0.026 0.057 -0.050
H 1.332 1.807 -0.290 -0.017 0.042 -0.006
H 3.093 0.449 -0.471 -0.132 -0.130 0.035
H -0.828 2.917 -0.245 0.034 -0.138 0.023
H -3.551 -0.184 1.350 -0.018 0.044 0.347
```
Positions in Å, forces in eV/Å.

Computed properties:
Structure (SMILES): Oc1ccc([SeH])c(O)c1
E_HOMO: -8.169 eV
Total energy: -75759.2494 eV
Multiplicity: 1

***

# 2
Formula: C4H12NO3
Source: the OMol25 dataset
Level of theory: wB97M-V/def2-TZVPD

```
20
Properties=species:S:1:pos:R:3:forces:R:3
C 0.474 0.100 -0.904 -0.185 0.069 0.222
C 1.515 -0.924 -0.368 -0.181 1.032 -0.992
C 0.860 -2.185 0.128 0.931 -1.737 -0.029
O -0.240 -2.600 -0.664 -0.135 0.503 0.159
N -0.785 0.013 -0.110 0.375 0.722 -0.388
C -0.540 0.697 1.220 -2.526 0.953 -0.089
O -0.154 1.988 1.141 0.085 -0.213 -0.253
H 0.883 1.136 -0.871 -0.193 -0.643 -0.057
H 0.248 -0.166 -1.951 -0.003 0.139 0.360
H 2.205 -1.074 -1.211 -0.063 -0.395 0.196
H 2.113 -0.490 0.421 0.114 0.206 0.396
H 1.615 -3.032 0.152 -0.764 0.767 -0.146
H 0.543 -2.071 1.162 -0.114 0.216 0.214
H -0.830 -1.805 -0.537 0.106 -0.469 -0.154
H -1.494 0.592 -0.601 0.625 -0.329 0.482
H -1.562 0.579 1.766 0.976 -0.011 -0.562
H 0.142 0.093 1.767 0.939 -0.865 0.543
H -0.992 2.609 0.130 -0.273 0.295 -0.074
H -2.345 3.521 -0.060 1.591 -1.159 -1.181
O -1.657 3.020 -0.609 -1.305 0.918 1.354
```
Positions in Å, forces in eV/Å.

Computed properties:
Net charge: -1
E_HOMO: -3.803 eV
Total energy: -11975.5361 eV
Multiplicity: 1

***

# 3
Formula: C42H42Ge2N3O3PtS2SeSi
Source: the OMol25 dataset
Level of theory: wB97M-V/def2-TZVPD

```
97
Properties=species:S:1:pos:R:3:forces:R:3
Pt 0.364 0.773 -0.172 -0.042 -0.517 0.460
N 4.687 2.709 -6.384 0.023 0.169 -0.082
C 4.395 1.548 -5.646 -0.039 -0.020 0.040
C 3.117 0.992 -5.690 0.014 -0.002 -0.016
C 2.829 -0.152 -4.975 0.012 -0.002 0.018
C 3.813 -0.768 -4.212 0.010 -0.021 -0.009
C 5.088 -0.234 -4.179 -0.003 0.011 0.017
C 5.379 0.920 -4.894 0.005 -0.011 0.000
S 3.380 -2.180 -3.220 -0.196 -0.028 -0.499
O 2.532 -2.995 -4.059 0.011 -0.068 0.022
O 4.643 -2.750 -2.782 -0.062 -0.115 -0.078
N 2.505 -1.574 -2.068 -0.293 -0.380 -0.278
C 3.089 -1.052 -0.993 0.142 0.106 -0.184
S 4.777 -1.297 -0.549 0.177 0.058 0.252
C 4.551 -0.257 0.805 -0.106 0.071 0.098
C 3.275 0.173 0.846 0.218 0.062 0.319
N 2.456 -0.269 -0.153 -0.132 0.318 0.287
H 3.872 3.288 -6.535 0.074 -0.038 0.035
H 5.430 3.257 -5.971 -0.071 -0.033 -0.022
H 2.344 1.473 -6.278 -0.025 0.028 -0.007
H 1.835 -0.574 -4.995 -0.090 -0.045 0.013
H 5.844 -0.723 -3.583 0.058 -0.033 0.041
H 6.377 1.342 -4.859 0.041 0.017 0.004
H 5.342 -0.040 1.494 0.128 0.062 0.160
H 2.858 0.833 1.587 0.004 0.082 0.134
C -4.477 -0.812 0.646 0.019 0.082 0.012
Ge -3.765 0.900 -0.053 0.018 -0.013 -0.017
C -3.430 2.086 1.470 -0.042 -0.088 -0.026
C -5.370 1.614 -0.979 0.084 -0.077 0.102
Ge -1.696 0.586 -1.340 -0.029 0.926 0.052
C -2.023 -1.103 -2.304 0.130 -0.027 0.108
C -3.336 -1.479 -2.584 0.007 0.011 -0.097
C -3.614 -2.601 -3.349 -0.103 -0.004 0.026
C -2.575 -3.377 -3.839 0.038 -0.139 -0.104
C -1.264 -3.028 -3.556 0.052 0.023 0.069
C -0.990 -1.900 -2.791 0.063 -0.058 0.089
C -1.750 1.918 -2.830 -0.002 -0.235 -0.052
C -2.531 3.065 -2.826 -0.007 0.046 -0.023
C -2.454 4.004 -3.848 -0.017 -0.012 -0.003
C -1.591 3.804 -4.911 -0.004 0.082 -0.071
C -0.804 2.660 -4.937 0.072 0.010 -0.049
C -0.882 1.739 -3.909 -0.029 -0.172 -0.001
H -4.726 -0.707 1.701 -0.013 -0.024 0.121
H -3.772 -1.628 0.531 0.134 -0.114 -0.002
H -5.382 -1.077 0.101 -0.071 -0.006 -0.038
H -4.330 2.219 2.071 -0.070 0.021 0.053
H -3.075 3.059 1.136 0.033 0.095 -0.051
H -2.651 1.650 2.090 0.005 -0.040 0.060
H -6.168 1.668 -0.237 -0.087 -0.005 0.033
H -5.690 0.948 -1.779 -0.010 -0.082 -0.076
H -5.230 2.600 -1.403 0.058 0.226 -0.078
H -4.163 -0.887 -2.209 -0.035 0.052 0.010
H -4.644 -2.873 -3.557 0.001 -0.001 -0.003
H -2.789 -4.259 -4.434 0.009 0.019 0.015
H -0.438 -3.630 -3.908 0.073 -0.047 -0.072
H 0.040 -1.663 -2.550 0.095 0.038 -0.028
H -3.192 3.263 -1.996 -0.119 0.011 0.164
H -3.063 4.899 -3.805 -0.037 0.046 0.006
H -1.520 4.537 -5.707 -0.006 -0.004 0.002
H -0.106 2.501 -5.752 -0.004 -0.017 -0.020
H -0.231 0.871 -3.929 0.011 -0.022 0.006
O -0.026 -0.476 1.576 -0.115 -0.275 -0.114
Si 0.136 -0.609 3.140 0.137 -0.001 -0.112
C -0.945 -2.003 3.830 0.068 0.089 -0.018
C -0.743 -2.634 5.056 0.015 0.024 0.050
C -1.607 -3.619 5.511 0.014 -0.044 0.092
C -2.696 -3.998 4.740 -0.070 -0.081 0.034
C -2.909 -3.391 3.513 -0.037 -0.019 -0.037
C -2.036 -2.408 3.071 -0.097 -0.080 -0.016
C 1.868 -1.020 3.818 -0.044 0.131 -0.073
C 2.674 -0.044 4.405 -0.056 -0.002 0.061
C 3.952 -0.330 4.860 0.076 0.079 0.013
C 4.461 -1.611 4.729 0.135 -0.031 0.029
C 3.681 -2.600 4.151 0.003 -0.105 0.011
C 2.400 -2.304 3.712 0.026 -0.033 -0.117
C -0.333 0.972 4.073 0.022 -0.020 -0.140
C -0.494 1.011 5.459 -0.061 -0.040 0.018
C -0.803 2.188 6.119 -0.029 0.038 0.074
C -0.951 3.366 5.398 -0.012 0.080 0.082
C -0.784 3.353 4.024 0.020 0.025 -0.049
C -0.480 2.167 3.370 0.128 -0.002 -0.074
H 0.112 -2.363 5.662 0.096 0.025 0.062
H -1.427 -4.098 6.467 0.005 -0.009 0.016
H -3.369 -4.772 5.091 -0.006 -0.006 0.011
H -3.748 -3.684 2.896 -0.049 -0.015 -0.029
H -2.180 -1.944 2.110 -0.078 0.099 -0.258
H 2.289 0.961 4.518 -0.015 0.112 -0.020
H 4.555 0.452 5.308 0.000 0.003 0.005
H 5.465 -1.838 5.070 -0.009 -0.001 -0.002
H 4.074 -3.604 4.037 0.002 -0.007 -0.008
H 1.806 -3.088 3.259 -0.059 -0.079 -0.053
H -0.381 0.101 6.036 0.008 -0.091 0.050
H -0.929 2.190 7.195 -0.002 0.002 0.037
H -1.191 4.290 5.910 -0.007 0.013 0.009
H -0.888 4.265 3.452 -0.019 0.076 -0.042
H -0.341 2.171 2.292 -0.022 -0.008 -0.002
Se 0.687 2.940 -0.814 -0.040 -0.018 -0.331
```
Positions in Å, forces in eV/Å.

Computed properties:
Net charge: -2
E_HOMO (alpha / beta): -1.919 / -1.663 eV
Total energy: -266026.1351 eV
<S²>: 0.761
Multiplicity: 2

***

> Which formula does entry 3 have?

C42H42Ge2N3O3PtS2SeSi